No. 1
Below is the ion C5H9N2 with charge +1 in a non-equilibrium geometry, with properties calculated with ωB97M-V/def2-TZVPD.

Structure (XYZ):
```
16
C5H9N2 (ωB97M-V/def2-TZVPD)
C -0.2403 -1.8616 -0.0176
C 0.4722 0.7370 1.0865
C -0.3400 -0.2793 1.8275
C 0.3532 0.9805 -0.3915
C -0.1590 0.0602 -2.4933
N -0.1720 0.1449 -1.1564
N -0.5258 -1.5230 1.1301
H 0.5317 1.7190 1.5692
H 1.4998 0.4481 1.2246
H 0.2710 -0.3929 2.8360
H -1.4147 -0.0785 2.0926
H 0.7474 2.0272 -0.8119
H 0.0499 1.0366 -2.9553
H 0.7776 -0.4778 -2.7298
H -1.1438 -0.2036 -2.9963
H -0.7073 -2.3369 1.7856
```

Largest force on an atom (eV/Å): 5.7
ΔE to the lowest compared entry with this formula, charge and spin (kJ/mol): 593.4
Orbital gap (alpha / beta) (eV): 8.85 / 8.85
Molar mass (Da): 97.14
Net charge: +1
LUMO level (alpha / beta) (eV): -5.21 / -5.21

***

No. 2
Below is the molecule C13H16N2O2 in a non-equilibrium geometry, with properties calculated with ωB97M-V/def2-TZVPD.

Structure (XYZ):
```
33
C13H16N2O2 (ωB97M-V/def2-TZVPD)
C 3.3674 -1.4867 1.7026
C 3.5474 -1.6078 0.1009
C 4.0916 -0.2736 -0.6008
N 3.1797 0.9091 -0.5202
C 1.7621 0.5586 -0.6077
C 1.2360 -0.1865 -1.8772
C -0.2670 -0.5808 -1.9945
C -1.1993 -0.2007 -0.8243
C -0.6899 0.5790 0.4248
C 0.7991 0.9769 0.5688
C -1.9279 0.8163 1.4250
O -1.9332 1.3025 2.5798
N -3.0329 0.2690 0.6373
C -4.3890 0.8572 0.8326
C -5.0745 1.4194 -0.5086
C -2.7662 -0.4703 -0.5958
O -3.5321 -1.1809 -1.2946
H 4.3757 -1.5000 2.2660
H 2.6760 -0.6413 2.0295
H 2.8406 -2.4666 2.0263
H 4.3703 -2.4099 -0.0527
H 2.6121 -2.0559 -0.4087
H 4.3995 -0.4994 -1.6880
H 5.0744 0.0349 -0.0716
H 3.3908 1.5264 0.2720
H 1.9796 -0.4734 -2.7051
H -0.7244 -1.1511 -2.8666
H 1.1734 1.5549 1.4914
H -4.4071 1.7077 1.6113
H -5.0798 0.0224 1.2398
H -4.3472 1.6472 -1.3590
H -5.8094 0.6260 -0.8860
H -5.6958 2.3773 -0.3467
```

Largest force on an atom (eV/Å): 4.9
ΔE to the lowest compared entry with this formula, charge and spin (kJ/mol): 606.6
Orbital gap (eV): 7.66
Molar mass (Da): 232.28
Net charge: 0
SMILES: CCCNc1ccc2c(c1)C(=O)N(CC)C2=O
LUMO level (eV): -0.75

***

No. 3
Below is a structure of composition C38H53As2BrKN6OS2 in a non-equilibrium geometry, with properties calculated with ωB97M-V/def2-TZVPD.

Structure (XYZ):
```
104
C38H53As2BrKN6OS2 (ωB97M-V/def2-TZVPD)
K -1.0246 -0.7338 -0.9194
C -4.6404 -1.1557 -4.1756
C -3.4864 -1.4663 -3.2647
N -3.3895 -1.0165 -2.0590
N -4.3564 -0.1554 -1.6685
C -4.3237 0.2347 -0.3949
N -5.2136 1.2550 -0.1512
S -3.4658 -0.3868 0.9488
C -2.3525 -2.2639 -3.7990
C -2.3382 -2.6480 -5.1426
C -1.2389 -3.3165 -5.6529
C -0.1775 -3.6079 -4.8143
C -0.2885 -3.2227 -3.4863
N -1.3331 -2.5746 -2.9807
H -5.3999 -0.6258 -3.6112
H -5.0702 -2.0708 -4.5926
H -4.3270 -0.5240 -5.0129
H -5.4720 1.7993 -0.9591
H -5.0551 1.7498 0.7098
H -3.1770 -2.4148 -5.7821
H -1.2115 -3.6001 -6.6981
H 0.7121 -4.1103 -5.1687
H 0.5089 -3.4498 -2.7870
C 3.0339 -4.1746 -1.2652
As 1.5788 -3.3974 -0.1980
C 2.5861 -3.1881 1.4770
C 0.7129 -5.0927 0.3488
C 1.4864 -6.2339 0.5816
C 0.9155 -7.4119 1.0316
C -0.4563 -7.4673 1.2508
C -1.2313 -6.3444 1.0168
C -0.6691 -5.1439 0.5727
As -1.8076 -3.5417 0.2505
C -3.1185 -4.4378 -0.9037
C -2.8441 -3.6673 1.9119
H 3.7874 -4.6520 -0.6380
H 3.4930 -3.3633 -1.8283
H 2.6245 -4.9108 -1.9583
H 3.1516 -4.0935 1.7002
H 1.8889 -2.9883 2.2910
H 3.2566 -2.3373 1.3624
H 2.5558 -6.2034 0.4073
H 1.5358 -8.2814 1.2147
H -0.9178 -8.3821 1.6035
H -2.3005 -6.4076 1.1804
H -3.5363 -5.3228 -0.4227
H -2.6331 -4.7220 -1.8363
H -3.9136 -3.7255 -1.1241
H -3.0818 -4.6951 2.1835
H -3.7578 -3.0947 1.7656
H -2.2799 -3.1982 2.7181
C 2.1408 4.5772 4.2710
C 0.7092 4.8029 3.7640
C 0.5566 6.2874 3.4319
C -0.2749 4.4585 4.8914
C 0.4411 3.9103 2.5518
C 0.6371 2.5321 2.6468
C 0.3956 1.7206 1.5626
Br 0.6262 -0.1703 1.7477
C -0.0310 2.1830 0.2859
O -0.1837 1.3849 -0.6986
C -0.2553 3.5976 0.2112
C -0.0303 4.3940 1.3309
C -0.8198 4.1797 -1.0877
C -2.2125 3.5746 -1.3320
C -0.9642 5.7007 -1.0338
C 0.0936 3.8508 -2.2812
H 2.3592 5.2401 5.1137
H 2.8633 4.7796 3.4761
H 2.2901 3.5489 4.6045
H 0.7907 6.8866 4.3157
H -0.4633 6.5283 3.1264
H 1.2343 6.5885 2.6291
H -0.0445 5.0276 5.7979
H -0.2353 3.3955 5.1350
H -1.2977 4.6899 4.5871
H 0.9646 2.0754 3.5738
H -0.2094 5.4554 1.2400
H -2.8744 3.8009 -0.4921
H -2.1499 2.4920 -1.4331
H -2.6539 3.9886 -2.2447
H -1.6659 6.0189 -0.2590
H -1.3483 6.0549 -1.9940
H -0.0043 6.1929 -0.8530
H 0.2715 2.7781 -2.3433
H 1.0487 4.3810 -2.1899
H -0.3783 4.1766 -3.2134
C 3.3229 3.6058 0.3043
C 3.5655 2.1387 0.2208
C 4.3657 1.4472 1.0790
C 4.4760 0.0560 0.8848
N 3.9366 -0.5752 -0.1305
C 3.1867 0.1183 -1.0341
S 2.5626 -0.5804 -2.4112
N 2.9720 1.4553 -0.7789
C 5.2340 -0.7762 1.8756
H 4.0115 4.0570 1.0157
H 2.2999 3.7910 0.6360
H 3.4550 4.0728 -0.6729
H 4.8587 1.9495 1.8979
H 2.2617 1.8969 -1.3549
H 6.0932 -0.2326 2.2691
H 5.5581 -1.7065 1.4148
H 4.5755 -1.0178 2.7142
```

Largest force on an atom (eV/Å): 1.4
ΔE to the lowest compared entry with this formula, charge and spin (kJ/mol): 46.8
Orbital gap (eV): 6.66
Molar mass (Da): 942.86
Net charge: -1
LUMO level (eV): 2.28

***

No. 4
Below is the molecule BrH3NOP in a non-equilibrium geometry, with properties calculated with ωB97M-V/def2-TZVPD.

Structure (XYZ):
```
7
BrH3NOP (ωB97M-V/def2-TZVPD)
N 0.5607 -0.7327 -0.7812
O 0.0391 1.4336 0.2853
P 0.2134 -0.0820 0.7781
Br -2.0397 -0.6701 0.8400
H 0.6264 -1.6993 -0.7565
H 0.9657 -0.0801 -1.3704
H -0.3657 1.8306 1.0047
```

Largest force on an atom (eV/Å): 4.4
ΔE to the lowest compared entry with this formula, charge and spin (kJ/mol): 20.1
Orbital gap (eV): 9.82
Molar mass (Da): 143.91
Net charge: 0
SMILES: NP(O)Br
LUMO level (eV): 0.68

***

No. 5
Below is a cluster of 3 separate species, C2H10NO2 in total in a non-equilibrium geometry, with properties calculated with ωB97M-V/def2-TZVPD.

Structure (XYZ):
```
15
C2H10NO2 (ωB97M-V/def2-TZVPD)
C -1.8156 0.1410 -2.0139
C -0.4110 -1.5312 -0.7917
N -0.8345 -0.3282 -0.8990
H -2.1259 1.1031 -1.6534
H -1.4166 0.3529 -2.9770
H -2.7871 -0.2992 -2.2818
H -0.6154 -2.2059 -1.6608
H -0.0073 -1.6743 0.1912
H -0.2747 0.3546 -0.1858
H 1.3131 0.6701 0.9514
H 0.2241 0.3956 2.0097
O 0.3640 0.6247 1.0486
H 3.3499 0.4950 3.2423
H 2.3019 1.3930 2.5541
O 2.7350 0.5087 2.4661
```

Largest force on an atom (eV/Å): 2.3
ΔE to the lowest compared entry with this formula, charge and spin (kJ/mol): 188.1
Orbital gap (eV): 11.12
Molar mass (Da): 80.11
Net charge: +1
LUMO level (eV): -4.44

***

Question: Among the records above, which one has the lowest ΔE to the lowest compared entry with this formula, charge and spin?
Answer: BrH3NOP